Record 1
{
  "formula": "C39H35F6IrN6O8S3",
  "method": "ωB97M-V/def2-TZVPD",
  "species": ["Ir", "O", "C", "C", "C", "C", "C", "C", "C", "N", "C", "C", "N", "C", "C", "C", "C", "C", "C", "C", "O", "H", "H", "H", "H", "H", "H", "H", "H", "H", "H", "H", "H", "H", "H", "C", "O", "C", "C", "C", "C", "C", "C", "N", "C", "C", "C", "C", "C", "C", "C", "O", "H", "H", "H", "H", "H", "H", "H", "H", "H", "H", "H", "H", "H", "F", "C", "F", "F", "S", "O", "O", "N", "S", "O", "O", "C", "F", "F", "F", "N", "C", "S", "N", "C", "C", "C", "C", "C", "C", "H", "H", "H", "H", "H", "H", "H", "H"],
  "positions_angstrom": [[0.08996, -0.29672, -0.82364], [1.89279, 0.16273, -1.22607], [2.89972, -0.63569, -1.60931], [3.90321, -0.09519, -2.40673], [4.96533, -0.87291, -2.81575], [5.07069, -2.21566, -2.41822], [4.10613, -2.73394, -1.60321], [3.00641, -1.94977, -1.19859], [2.03555, -2.49458, -0.32422], [0.97264, -1.91027, 0.08516], [0.08260, -2.56049, 1.03516], [-1.23141, -2.72015, 0.38173], [-1.59291, -1.43374, -0.20403], [-2.82824, -1.09265, -0.20477], [-3.40010, 0.05777, -0.79944], [-4.80661, 0.18523, -0.83563], [-5.40090, 1.25748, -1.43750], [-4.57783, 2.25479, -1.98860], [-3.20366, 2.15039, -1.94137], [-2.59315, 1.03486, -1.35760], [-1.27312, 0.94702, -1.40391], [3.81520, 0.94950, -2.67764], [5.72903, -0.43812, -3.44845], [5.91183, -2.81794, -2.73405], [4.17880, -3.76098, -1.25944], [2.23193, -3.49632, 0.05012], [-0.01194, -1.91217, 1.89993], [0.46631, -3.52163, 1.37068], [-1.97327, -3.06824, 1.09904], [-1.16784, -3.44744, -0.42421], [-3.53354, -1.77450, 0.26749], [-5.41465, -0.58995, -0.37849], [-6.47821, 1.34212, -1.48053], [-5.02837, 3.12609, -2.44918], [-2.55860, 2.91735, -2.34566], [0.12970, 3.99716, -4.86844], [-0.40013, 2.66505, -4.84271], [0.46293, 1.63838, -5.00446], [1.80594, 1.77534, -5.31527], [2.57925, 0.64014, -5.52935], [2.01794, -0.62624, -5.46853], [0.67713, -0.76287, -5.16167], [-0.08728, 0.35663, -4.89769], [-1.48308, 0.28553, -4.60086], [-2.23403, -0.63946, -4.10115], [-1.94259, -1.91482, -3.49518], [-2.99246, -2.85599, -3.61133], [-2.81898, -4.17390, -3.27979], [-1.57546, -4.58534, -2.79283], [-0.57963, -3.66160, -2.55319], [-0.75144, -2.30257, -2.83582], [0.20285, -1.45607, -2.45732], [0.50701, 4.24251, -5.86018], [0.91429, 4.11144, -4.12765], [-0.69711, 4.65535, -4.62316], [2.25396, 2.75526, -5.39418], [3.62758, 0.75540, -5.77524], [2.62001, -1.50402, -5.66052], [0.21415, -1.74313, -5.16786], [-1.95687, 1.16502, -4.80018], [-3.29141, -0.42840, -4.24054], [-3.93106, -2.52879, -4.04870], [-3.61610, -4.89004, -3.42464], [-1.40285, -5.63327, -2.57883], [0.37064, -3.95274, -2.11937], [0.59934, 4.42932, 0.92018], [1.14711, 3.31513, 0.48096], [0.64899, 3.00631, -0.72380], [2.45399, 3.51481, 0.34720], [0.89078, 1.87673, 1.66934], [0.24374, 0.86795, 0.81191], [2.21371, 1.60887, 2.12725], [-0.02837, 2.41794, 2.81353], [-1.55028, 2.84087, 2.47580], [-1.80742, 2.92712, 1.05445], [-1.97513, 3.87086, 3.36421], [-2.55383, 1.39673, 3.00076], [-3.84059, 1.70017, 2.82256], [-2.28478, 0.30026, 2.27716], [-2.35351, 1.12459, 4.28292], [2.18027, 0.97506, 5.04832], [1.05294, 0.25374, 5.10965], [0.47499, -0.59085, 3.77232], [0.40287, 0.18583, 6.29827], [0.95879, 0.36761, 7.59950], [0.15777, 0.90469, 8.59796], [0.65043, 1.02312, 9.88946], [1.93641, 0.60031, 10.19137], [2.73546, 0.06452, 9.18997], [2.25293, -0.05341, 7.89296], [2.51899, 1.18795, 4.12320], [2.40943, 1.60692, 5.79938], [-0.51918, -0.21070, 6.24034], [-0.84821, 1.23028, 8.35802], [0.02043, 1.44233, 10.66446], [2.31010, 0.67536, 11.20426], [3.73404, -0.28714, 9.42108], [2.86108, -0.50354, 7.11861]],
  "forces_ev_per_a": [[-0.43, -3.52, 0.89], [1.24, 1.11, -0.22], [-0.70, 0.87, -0.29], [0.28, 0.38, -0.16], [-0.11, -0.04, 0.09], [0.20, 0.25, -0.19], [-0.23, -0.17, 0.18], [0.13, -0.61, -0.14], [-0.03, -0.38, 0.39], [-0.11, 0.11, -0.42], [0.54, 0.10, 0.63], [-0.58, -0.23, -0.26], [0.21, 0.79, 0.45], [-0.23, -0.35, 0.06], [-0.45, -0.24, 0.26], [0.06, -0.18, 0.13], [0.00, 0.17, -0.10], [0.16, -0.06, 0.06], [-0.14, 0.29, -0.26], [0.97, 0.27, -0.33], [-0.47, 1.01, -1.15], [0.06, -0.05, -0.08], [0.00, 0.00, 0.03], [-0.03, 0.03, 0.01], [-0.05, 0.06, 0.02], [0.04, -0.01, 0.23], [0.06, 0.05, 0.10], [0.25, -0.03, -0.04], [-0.14, 0.16, 0.02], [-0.07, -0.05, 0.11], [0.02, -0.13, -0.03], [0.08, 0.03, -0.02], [0.05, 0.03, 0.03], [0.04, -0.02, 0.02], [-0.01, 0.09, -0.01], [-0.20, -0.12, -0.08], [-0.07, 0.17, 0.22], [-0.07, 0.12, -0.08], [0.19, -0.08, 0.02], [-0.07, 0.03, -0.03], [0.10, 0.02, -0.04], [-0.08, -0.27, -0.05], [-0.22, -0.13, 0.27], [0.65, 0.59, -0.12], [-0.27, -0.50, 0.35], [-0.16, 0.21, -0.24], [0.00, 0.18, -0.31], [0.00, -0.17, 0.04], [0.02, 0.00, -0.08], [0.15, -0.23, -0.27], [0.34, 0.40, 0.38], [-0.65, -0.12, -0.94], [0.03, -0.02, -0.05], [0.11, -0.01, 0.14], [-0.03, -0.03, 0.00], [-0.02, -0.03, -0.01], [-0.03, 0.00, 0.03], [-0.03, 0.02, -0.01], [0.08, 0.08, 0.09], [0.02, -0.11, -0.19], [-0.01, 0.06, 0.26], [0.04, -0.03, 0.06], [0.00, 0.04, 0.01], [0.00, 0.03, 0.05], [-0.06, -0.04, -0.06], [-0.13, 0.12, 0.03], [0.13, -0.26, -0.30], [0.01, 0.17, 0.12], [0.09, 0.01, -0.09], [-0.24, 0.70, -0.18], [-0.34, 0.34, 1.13], [0.08, -0.24, 0.09], [-0.32, -0.05, -0.60], [0.11, 0.06, -0.54], [0.10, 0.01, 0.54], [0.21, -0.06, -0.11], [-0.02, -0.14, 0.19], [0.00, -0.04, -0.05], [-0.01, 0.06, -0.02], [-0.04, -0.05, 0.07], [-0.13, 0.01, 0.13], [0.03, -0.24, -0.01], [-0.03, -0.19, 0.45], [0.23, 0.08, 0.07], [-0.03, 0.05, -0.21], [-0.03, 0.10, 0.04], [-0.09, -0.05, 0.01], [0.05, -0.02, -0.02], [-0.03, 0.01, -0.05], [-0.01, -0.06, 0.08], [0.08, -0.04, -0.08], [-0.01, 0.02, 0.00], [-0.01, -0.17, -0.02], [0.05, 0.01, 0.01], [0.02, -0.02, -0.03], [0.00, 0.03, -0.03], [-0.04, 0.04, -0.02], [0.00, 0.02, 0.04]],
  "mulliken_spin": [0.629, 0.138, 0.033, 0.018, -0.002, 0.008, -0.005, -0.022, 0.005, 0.023, -0.008, -0.001, 0.012, 0.015, -0.011, 0.001, -0.001, 0.001, 0.010, 0.003, 0.125, 0.000, 0.000, 0.000, -0.001, 0.000, -0.001, -0.004, -0.003, 0.003, 0.000, 0.001, 0.000, 0.000, -0.003, 0.000, 0.000, 0.003, 0.001, 0.001, 0.000, -0.001, -0.005, 0.000, 0.007, -0.009, -0.002, 0.000, -0.001, 0.000, 0.010, 0.003, 0.000, 0.000, 0.000, 0.000, 0.000, 0.000, 0.000, 0.000, 0.000, 0.000, 0.000, 0.000, 0.000, 0.000, -0.002, 0.000, 0.000, -0.002, 0.030, 0.000, -0.001, 0.001, 0.001, 0.000, 0.000, 0.000, 0.001, 0.000, 0.000, 0.000, 0.001, 0.000, 0.000, 0.000, 0.000, 0.000, 0.000, 0.000, 0.000, 0.000, 0.000, 0.000, 0.000, 0.000, 0.000, 0.000],
  "molar_mass_g_mol": 1118.1,
  "largest_force_ha_per_bohr": 0.0711,
  "spin_multiplicity": 2,
  "charge": 1,
  "e_tot_ha": -4335.467023,
  "orbital_gap_ev": [5.716, 5.110]
}

***

Record 2
{
  "formula": "C12H18B3F12K3O9",
  "method": "ωB97M-V/def2-TZVPD",
  "species": ["K", "K", "K", "B", "F", "F", "F", "F", "B", "F", "F", "F", "F", "B", "F", "F", "F", "F", "C", "C", "C", "O", "C", "O", "O", "H", "H", "H", "H", "H", "H", "C", "C", "C", "O", "C", "O", "O", "H", "H", "H", "H", "H", "H", "C", "C", "C", "O", "C", "O", "O", "H", "H", "H", "H", "H", "H"],
  "positions_angstrom": [[22.19086, -1.77727, 13.41060], [19.04567, 1.37228, 15.17397], [19.53573, -2.44887, 17.39942], [22.59417, -2.40154, 16.48492], [21.49825, -2.91436, 15.73990], [23.77824, -2.65895, 15.77924], [22.36764, -1.01322, 16.48966], [22.59880, -2.97849, 17.74859], [18.48205, -1.68784, 14.29972], [17.48172, -1.99544, 13.39397], [19.15151, -2.83650, 14.75447], [19.43009, -0.85480, 13.66387], [18.00254, -1.01917, 15.45286], [22.11704, 2.31357, 14.66372], [22.25345, 3.49488, 13.95392], [23.34360, 1.76557, 14.97811], [21.30981, 2.58897, 15.82741], [21.36026, 1.32530, 13.96038], [14.26844, -1.15933, 14.56955], [14.14184, 0.34240, 14.58813], [14.83143, 1.01509, 15.79603], [15.58159, 2.07599, 15.22873], [15.63979, 1.92156, 13.87366], [16.36599, 2.55141, 13.17645], [14.85774, 0.91320, 13.47444], [13.86309, -1.61691, 13.67221], [13.80750, -1.54341, 15.48419], [15.32740, -1.41957, 14.65186], [13.10420, 0.66869, 14.51650], [15.46906, 0.31862, 16.34114], [14.05868, 1.40550, 16.45644], [15.54875, -0.90560, 10.84936], [15.28540, -2.00634, 9.85322], [16.55204, -2.81384, 9.45947], [16.14823, -4.17574, 9.63482], [14.88696, -4.23155, 10.12162], [14.27805, -5.22856, 10.30873], [14.43470, -2.98646, 10.42202], [16.17832, -1.32797, 11.63548], [14.59501, -0.60970, 11.27751], [16.13152, -0.10245, 10.40473], [14.90212, -1.59720, 8.91358], [17.39360, -2.63648, 10.13176], [16.84024, -2.63582, 8.42744], [15.51915, -4.85495, 14.81977], [15.74332, -5.14971, 13.34607], [17.20547, -5.02250, 12.86043], [17.52555, -6.27742, 12.30842], [16.50812, -7.15914, 12.51890], [16.54664, -8.29987, 12.20742], [15.47286, -6.54876, 13.12247], [15.35083, -3.78575, 14.94958], [16.27857, -5.21111, 15.51706], [14.61036, -5.38211, 15.12418], [15.00841, -4.58650, 12.77221], [17.85783, -4.79018, 13.70431], [17.32585, -4.21922, 12.13568]],
  "forces_ev_per_a": [[-0.08, 0.41, 0.51], [0.36, 0.51, -0.27], [0.40, -0.08, -0.26], [0.99, 0.52, -0.21], [-0.37, -0.65, -0.23], [-0.31, -0.11, -0.08], [-0.19, -0.04, 0.44], [-0.37, 0.21, 0.00], [0.62, -0.58, -0.88], [-0.15, 0.04, 0.47], [-0.41, -0.11, -0.01], [0.04, 0.11, 0.15], [-0.41, 0.28, 0.45], [0.26, 0.50, 0.48], [-0.20, -0.30, -0.20], [-0.06, -0.04, 0.14], [0.01, -0.19, 0.06], [-0.27, -0.35, -0.60], [0.53, 0.14, 0.55], [0.31, 0.10, 0.02], [-1.02, -0.37, -0.16], [0.18, 0.00, -0.09], [0.34, -0.39, 0.26], [0.02, 0.17, -0.06], [-0.18, 0.11, -0.04], [-0.21, -0.02, 0.05], [-0.29, -0.15, -0.25], [-0.01, 0.02, -0.22], [-0.01, -0.02, -0.11], [0.19, 0.08, -0.07], [0.27, 0.18, 0.19], [0.26, -0.87, 0.21], [1.39, 0.39, -0.63], [-0.32, -0.01, 0.58], [-0.24, 0.02, -0.30], [0.28, 0.27, 0.05], [-0.10, -0.23, 0.12], [-0.26, -0.24, -0.31], [-0.18, 0.12, 0.20], [0.13, 0.52, -0.06], [-0.36, 0.28, -0.06], [-0.69, -0.18, 0.24], [0.01, 0.13, -0.06], [0.08, -0.15, -0.03], [-0.61, -0.10, 0.08], [0.33, -0.65, 0.49], [-0.46, 0.85, 0.42], [-0.10, -0.29, -0.08], [0.15, 0.41, -0.15], [-0.01, -0.26, 0.00], [0.02, 0.09, 0.03], [0.14, 0.01, 0.14], [0.37, 0.06, -0.37], [-0.11, 0.22, -0.09], [0.17, 0.01, -0.20], [0.10, -0.17, -0.06], [0.04, -0.20, -0.21]],
  "lowdin_charge": [0.992, 0.993, 1.017, -1.324, -0.037, 0.105, 0.108, 0.129, -1.315, 0.157, 0.065, 0.045, 0.005, -1.250, 0.134, 0.143, -0.002, -0.007, -0.019, -0.285, -0.088, 0.054, -0.566, 0.171, 0.085, 0.092, 0.100, 0.068, 0.156, 0.127, 0.136, -0.014, -0.320, -0.072, 0.060, -0.570, 0.182, 0.082, 0.068, 0.082, 0.102, 0.151, 0.124, 0.131, -0.011, -0.275, -0.096, 0.075, -0.557, 0.173, 0.084, 0.061, 0.088, 0.092, 0.136, 0.119, 0.113],
  "molar_mass_g_mol": 684.0,
  "largest_force_ha_per_bohr": 0.0307,
  "e_tot_ha": -4218.951147,
  "orbital_gap_ev": 9.609
}

***

Q: Which formula does entry 2 have?
A: C12H18B3F12K3O9